[1]
Density functional theory data (ωB97M-V/def2-TZVPD) for an isolated molecule of C2H6NO3P.

Lowest unoccupied orbital energy (alpha / beta) = -2.04 / -2.04 eV
E_tot = -701.5593 Ha
Maximum force = 3.33 eV/Å
Relative energy (zero: lowest compared OMol25 entry of this formula, charge and spin) = 88.2 kcal per mole
Total charge = 0
Kohn-Sham gap (alpha / beta) = 8.263 / 8.263 eV

Each line ends with the Löwdin charge.
Element x y z (Å)
H 0.0037 1.8823 0.9386  0.04
O 1.1545 -0.5056 1.4244  -0.29
C -1.0784 -1.6098 -0.4715  -0.07
C 0.7190 1.9132 0.1010  -0.16
H 0.5442 2.4600 -0.8722  0.09
O 1.9460 -0.4299 -0.9710  -0.32
H -0.0496 -2.0354 -0.2414  0.10
H -1.1115 -1.6954 -1.6104  0.13
O -1.8422 0.1241 0.7607  0.10
H 1.5212 2.3029 0.7462  0.06
P 1.0653 0.1436 0.1071  0.40
H -1.9689 -2.2218 -0.0222  0.14
N -0.9032 -0.3280 0.1106  -0.21


[2]
Density functional theory data (ωB97M-V/def2-TZVPD) for a structure of composition C2H6NO3S3.

Lowest unoccupied orbital energy (alpha / beta) = -4.07 / -7.80 eV
Expectation value of S² = 2.01
E_tot = -1554.3607 Ha
Maximum force = 5.15 eV/Å
Multiplicity = 3
Total charge = +1
Kohn-Sham gap (alpha / beta) = 6.760 / 6.162 eV

Each line ends with the Löwdin charge.
Element x y z (Å)
C -0.0852 1.0259 0.9541  -0.16
C 0.4235 -0.1622 0.2192  -1.19
H 0.5216 -2.4958 0.3995  -0.19
N -1.6470 1.1068 0.6462  0.21
S 2.1056 0.2034 -0.4144  0.95
O 1.5061 -2.4028 -1.4327  -0.29
H 0.2182 1.0204 1.9181  0.09
O -0.2730 -0.3456 -0.9973  -0.32
H 0.3638 1.9160 0.6126  0.11
H -1.8822 0.7364 -0.3132  0.17
O 1.2745 -0.6797 -3.1419  -0.22
S 0.2300 -1.6508 1.2432  0.96
S 1.2692 -1.0528 -1.8096  0.49
H -2.1861 0.5970 1.3676  0.17
H -1.8390 2.1837 0.7486  0.22